# C21H23ClIrO2PS

C21H23ClIrO2PS as an isolated structure in a non-equilibrium geometry (the ωB97M-V functional and the def2-TZVPD basis, the Open Molecules 2025 dataset).

Geometry (Å):
Ir  -0.461  -0.133  1.606
Cl  0.028  -2.460  1.525
C  -0.545  1.706  1.842
O  -0.433  2.821  2.164
P  -0.082  0.147  -0.504
C  -1.620  -0.167  -1.411
C  0.411  1.811  -1.128
C  1.201  -0.950  -1.158
C  1.629  2.020  -1.792
C  1.938  3.289  -2.308
C  1.042  4.353  -2.147
C  -0.170  4.143  -1.484
C  -0.496  2.875  -0.991
H  2.327  1.188  -1.927
H  2.887  3.429  -2.830
H  1.302  5.340  -2.542
H  -0.862  4.977  -1.340
H  -1.476  2.726  -0.524
C  -2.608  -0.941  -0.808
C  -3.800  -1.229  -1.484
C  -4.005  -0.711  -2.768
C  -3.020  0.085  -3.375
C  -1.826  0.360  -2.694
H  -2.465  -1.329  0.205
H  -4.574  -1.843  -1.006
H  -4.937  -0.924  -3.310
H  -3.167  0.499  -4.378
H  -1.058  0.983  -3.158
C  0.996  -1.664  -2.341
C  2.026  -2.477  -2.833
C  3.219  -2.612  -2.120
C  3.393  -1.929  -0.914
C  2.386  -1.092  -0.424
H  0.046  -1.574  -2.869
H  1.869  -2.998  -3.775
H  4.015  -3.249  -2.518
H  4.319  -2.043  -0.350
H  2.517  -0.586  0.540
H  -2.746  -2.844  1.704
H  -1.988  -2.640  1.672
C  -0.419  -0.230  6.184
S  0.369  0.167  4.597
C  1.640  -1.124  4.538
O  -0.809  -0.235  3.609
H  0.216  0.115  7.000
H  -0.595  -1.319  6.210
H  -1.349  0.346  6.201
H  2.389  -0.814  5.274
H  1.245  -2.108  4.798
H  2.105  -1.155  3.542

Values from the calculation:
E = -2267.22526 Eh
Net charge = +3
<S²> = 8.84
Multiplicity = 6
LUMO energy (alpha / beta) = -9.5 / -13.7 eV



# H6NO

A 2-piece molecular cluster, H6NO overall in a non-equilibrium geometry (the ωB97M-V functional and the def2-TZVPD basis, the Open Molecules 2025 dataset).

Geometry (Å):
O  -0.656  2.424  5.012
H  -0.126  2.670  5.804
H  -1.559  2.249  5.361
N  0.000  0.000  0.000
H  -0.825  -0.026  -0.630
H  -0.215  0.586  0.829
H  0.811  0.403  -0.507
H  0.230  -0.964  0.308

Values from the calculation:
Energy relative to the best compared isomer or geometry (same formula, charge and spin) = 16.1 kcal/mol
E = -133.32199 Eh
Net charge = +1
LUMO energy = -4.7 eV



# C53H43N9O5S2W

C53H43N9O5S2W as an isolated structure in a non-equilibrium geometry (the ωB97M-V functional and the def2-TZVPD basis, the Open Molecules 2025 dataset).

Geometry (Å):
W  -0.472  0.762  -0.138
C  2.141  4.412  3.043
C  1.225  3.531  3.797
N  1.211  3.375  5.083
N  0.199  2.501  5.334
C  -0.418  2.081  4.197
S  -1.673  1.045  4.020
N  0.249  2.769  3.204
N  -0.049  2.665  1.852
H  2.860  4.848  3.730
H  1.577  5.209  2.556
H  2.665  3.854  2.266
H  -0.023  2.215  6.270
H  -0.851  3.265  1.625
H  0.799  2.954  1.281
C  2.727  -4.511  -1.578
C  3.403  -3.206  -2.000
N  2.448  -2.217  -2.441
C  1.901  -2.360  -3.768
C  2.681  -1.526  -4.787
C  2.066  -1.202  -1.619
S  0.764  -0.193  -2.198
N  2.734  -1.011  -0.519
C  2.429  -0.124  0.444
O  1.299  0.526  0.503
C  3.437  0.036  1.463
C  4.707  -0.546  1.298
C  5.692  -0.379  2.243
C  5.451  0.378  3.385
C  4.204  0.963  3.557
C  3.208  0.788  2.623
H  3.476  -5.209  -1.207
H  2.198  -4.972  -2.411
H  2.013  -4.323  -0.782
H  4.109  -3.411  -2.815
H  3.945  -2.789  -1.151
H  0.855  -2.042  -3.754
H  1.944  -3.416  -4.045
H  2.667  -0.478  -4.500
H  2.236  -1.621  -5.775
H  3.718  -1.856  -4.823
H  4.895  -1.121  0.406
H  6.665  -0.829  2.085
H  6.233  0.524  4.118
H  4.004  1.568  4.431
H  2.227  1.207  2.778
N  -9.797  4.328  1.152
C  -8.721  3.921  1.040
C  -7.412  3.445  0.923
C  -6.328  4.329  1.077
C  -5.040  3.865  0.992
C  -4.774  2.507  0.744
C  -5.863  1.628  0.581
C  -7.153  2.085  0.671
C  -3.455  2.036  0.625
C  -2.313  1.612  0.483
H  -6.526  5.378  1.259
H  -4.208  4.546  1.110
H  -5.656  0.586  0.386
H  -7.990  1.410  0.545
N  -5.105  -0.107  -6.139
C  -4.432  0.047  -5.217
C  -3.612  0.220  -4.090
C  -3.632  -0.711  -3.047
C  -2.808  -0.541  -1.953
C  -1.923  0.551  -1.814
C  -1.952  1.475  -2.881
C  -2.764  1.326  -3.988
H  -4.291  -1.567  -3.117
H  -2.843  -1.289  -1.166
H  -1.314  2.355  -2.838
H  -2.748  2.063  -4.780
O  1.956  3.117  0.193
C  1.426  2.979  -0.933
O  0.228  2.574  -1.069
C  2.247  3.388  -2.106
C  3.614  3.082  -2.081
C  4.446  3.585  -3.070
C  3.949  4.401  -4.060
C  2.578  4.718  -4.083
C  1.724  4.179  -3.109
N  2.089  5.585  -5.058
O  2.879  6.002  -5.936
O  0.887  5.928  -5.020
H  4.004  2.454  -1.293
H  5.498  3.339  -3.054
H  4.588  4.826  -4.818
H  0.674  4.431  -3.129
C  -0.841  -1.075  0.680
C  -0.870  -2.225  1.143
C  -1.039  -3.496  1.641
C  -2.366  -3.856  2.082
C  -2.577  -4.866  3.033
C  -3.843  -5.168  3.484
C  -4.947  -4.471  3.017
C  -4.755  -3.434  2.115
C  -3.494  -3.130  1.656
C  0.097  -4.391  1.694
C  1.402  -3.893  1.856
C  2.493  -4.734  1.832
C  2.332  -6.098  1.630
C  1.053  -6.607  1.464
C  -0.044  -5.774  1.498
H  -1.727  -5.392  3.444
H  -3.972  -5.950  4.223
H  -5.941  -4.724  3.363
H  -5.608  -2.862  1.775
H  -3.353  -2.316  0.961
H  1.543  -2.831  2.011
H  3.485  -4.321  1.968
H  3.185  -6.763  1.590
H  0.912  -7.668  1.294
H  -1.033  -6.180  1.336

Values from the calculation:
Energy relative to the best compared isomer or geometry (same formula, charge and spin) = 38.6 kcal/mol
E = -3777.82823 Eh
Net charge = -2
<S²> = 2.05
Multiplicity = 3
LUMO energy (alpha / beta) = 2.3 / 2.3 eV



# C4H14N2O

A 2-piece molecular cluster, C4H14N2O overall in a non-equilibrium geometry (the ωB97M-V functional and the def2-TZVPD basis, the Open Molecules 2025 dataset).

Geometry (Å):
C  -0.864  -2.878  -0.866
N  -0.047  -2.085  0.137
C  0.524  -0.949  -0.567
C  1.404  -0.087  0.412
C  0.572  0.886  1.278
N  0.408  2.200  0.681
H  -0.723  -2.535  -1.895
H  -1.888  -2.827  -0.497
H  -0.446  -3.874  -0.885
H  -0.614  -1.756  0.905
H  -0.260  -0.263  -0.949
H  1.156  -1.240  -1.413
H  2.047  -0.744  1.023
H  2.202  0.395  -0.160
H  -0.422  0.431  1.348
H  1.058  0.854  2.273
H  1.067  2.896  1.012
H  0.554  2.272  -0.326
O  -2.218  3.000  -0.631
H  -1.753  3.775  -0.950
H  -1.755  2.528  0.069

Values from the calculation:
Energy relative to the best compared isomer or geometry (same formula, charge and spin) = 43.2 kcal/mol
E = -345.50731 Eh
Net charge = 0
SMILES = CNCCCN.O
LUMO energy = 1.0 eV



# C41H46N2O5

A 2-piece molecular cluster, C41H46N2O5 overall in a non-equilibrium geometry (the ωB97M-V functional and the def2-TZVPD basis, the Open Molecules 2025 dataset).

Geometry (Å):
C  -6.626  2.790  -0.082
C  -7.873  1.939  -0.184
N  -7.591  0.526  -0.075
C  -8.561  -0.309  -0.747
C  -8.701  -1.678  -0.113
C  -7.334  -2.306  0.123
C  -6.375  -1.381  0.800
C  -6.552  0.030  0.657
C  -5.624  0.910  1.291
C  -4.589  0.384  2.058
C  -4.379  -1.022  2.194
C  -3.311  -1.577  2.978
C  -2.199  -0.864  3.422
C  -1.355  -1.176  4.489
C  -0.577  -0.189  5.188
C  -0.279  1.076  4.607
C  0.510  2.025  5.245
C  0.993  1.779  6.562
N  1.800  2.684  7.182
C  2.212  3.931  6.575
C  2.179  3.892  5.061
C  0.865  3.304  4.562
C  2.386  2.451  8.482
C  1.516  1.572  9.358
C  1.093  0.310  8.611
C  0.632  0.557  7.210
C  -0.104  -0.395  6.518
C  -5.315  -1.873  1.540
C  -5.788  2.388  1.130
H  -6.041  2.686  -1.004
H  -6.938  3.834  0.002
H  -8.580  2.239  0.613
H  -8.383  2.105  -1.142
H  -9.523  0.219  -0.736
H  -8.277  -0.430  -1.810
H  -9.238  -1.577  0.838
H  -9.298  -2.306  -0.778
H  -7.455  -3.209  0.728
H  -6.918  -2.614  -0.846
H  -3.929  1.065  2.596
H  -3.366  -2.638  3.213
H  -1.949  0.025  2.834
H  -1.358  -2.200  4.884
H  -0.655  1.310  3.611
H  1.552  4.745  6.928
H  3.223  4.162  6.935
H  2.306  4.913  4.690
H  3.020  3.290  4.698
H  0.937  3.133  3.483
H  0.072  4.049  4.720
H  3.379  1.974  8.368
H  2.553  3.428  8.952
H  2.088  1.309  10.251
H  0.635  2.143  9.676
H  1.952  -0.376  8.588
H  0.303  -0.191  9.181
H  -0.354  -1.334  7.023
H  -5.202  -2.959  1.637
H  -4.804  2.861  1.049
H  -6.271  2.807  2.025
C  7.148  -7.020  0.803
O  6.413  -5.951  0.158
C  5.451  -5.260  0.831
C  4.813  -4.218  0.113
C  3.859  -3.431  0.731
C  3.515  -3.648  2.071
C  2.475  -2.778  2.770
C  1.104  -3.298  2.670
C  0.694  -4.359  3.549
O  1.362  -4.759  4.490
O  -0.534  -4.940  3.283
C  -0.919  -4.897  1.901
C  0.018  -5.722  1.027
C  -2.358  -5.416  1.835
O  -0.959  -3.524  1.472
C  0.227  -2.831  1.633
O  0.468  -1.869  0.921
C  4.121  -4.689  2.769
C  5.100  -5.485  2.184
H  7.807  -7.375  0.008
H  7.743  -6.649  1.649
H  6.484  -7.829  1.133
H  5.112  -4.047  -0.918
H  3.354  -2.637  0.181
H  2.741  -2.741  3.837
H  2.491  -1.775  2.325
H  1.061  -5.377  1.051
H  -0.014  -6.769  1.353
H  -0.339  -5.687  -0.009
H  -2.993  -4.790  2.470
H  -2.713  -5.370  0.800
H  -2.388  -6.451  2.191
H  3.804  -4.882  3.792
H  5.602  -6.259  2.769

Values from the calculation:
Energy relative to the best compared isomer or geometry (same formula, charge and spin) = 0.0 kcal/mol
E = -2075.62097 Eh
Net charge = 0
LUMO energy = -1.9 eV



# C22H54FN4O3

A 4-piece molecular cluster, C22H54FN4O3 overall (the ωB97M-V functional and the def2-TZVPD basis, the Open Molecules 2025 dataset).

Geometry (Å):
C  2.960  -0.439  2.248
C  3.068  0.975  1.647
C  2.036  1.308  0.548
C  1.243  2.595  0.784
C  0.463  2.708  2.108
C  0.001  1.413  2.788
C  -0.851  0.451  1.951
C  -1.605  1.060  0.786
N  -2.577  -0.037  0.382
C  -2.800  -0.909  1.603
C  -1.963  -0.261  2.705
F  -1.467  -1.241  3.522
H  3.917  -0.958  2.210
H  2.236  -1.055  1.710
H  2.654  -0.422  3.295
H  3.009  1.722  2.442
H  4.062  1.082  1.214
H  1.368  0.454  0.387
H  2.562  1.433  -0.401
H  1.944  3.432  0.736
H  0.558  2.761  -0.054
H  -0.400  3.357  1.938
H  1.074  3.237  2.841
H  0.852  0.859  3.181
H  -0.590  1.707  3.661
H  -0.230  -0.366  1.561
H  -0.973  1.285  -0.067
H  -2.199  1.928  1.068
H  -3.466  0.335  0.054
H  -2.237  -0.611  -0.397
H  -2.419  -1.909  1.408
H  -3.862  -0.983  1.813
H  -2.548  0.419  3.328
C  7.633  -5.249  1.450
C  6.979  -4.138  2.263
C  5.697  -3.580  1.634
O  5.892  -2.711  0.534
C  6.079  -3.341  -0.717
N  7.975  -3.106  2.545
H  8.150  -4.847  0.578
H  8.374  -5.765  2.058
H  6.898  -5.980  1.107
H  6.675  -4.563  3.226
H  5.183  -2.977  2.387
H  5.023  -4.401  1.349
H  5.470  -4.248  -0.798
H  7.123  -3.609  -0.896
H  5.767  -2.635  -1.486
H  7.602  -2.422  3.195
H  8.168  -2.593  1.690
C  -5.068  -2.597  -0.877
C  -4.844  -1.734  -2.111
C  -5.242  -2.411  -3.428
O  -4.322  -3.388  -3.859
C  -4.523  -4.700  -3.358
N  -3.437  -1.282  -2.157
H  -4.320  -3.387  -0.800
H  -5.013  -1.995  0.031
H  -6.052  -3.065  -0.897
H  -5.473  -0.841  -2.020
H  -5.256  -1.649  -4.211
H  -6.252  -2.831  -3.355
H  -5.589  -4.922  -3.255
H  -4.035  -4.855  -2.392
H  -4.088  -5.389  -4.078
H  -3.337  -0.633  -2.933
H  -2.888  -2.093  -2.442
C  -0.664  4.951  -2.033
C  -1.821  4.350  -1.245
C  -3.180  4.462  -1.950
O  -3.759  5.743  -1.897
C  -3.349  6.652  -2.906
N  -1.833  4.911  0.106
H  -0.685  6.039  -1.992
H  0.287  4.630  -1.608
H  -0.695  4.646  -3.080
H  -1.620  3.275  -1.139
H  -3.889  3.804  -1.434
H  -3.102  4.116  -2.990
H  -3.184  6.135  -3.856
H  -2.437  7.188  -2.632
H  -4.153  7.374  -3.031
H  -2.550  4.455  0.664
H  -2.137  5.880  0.052

Values from the calculation:
Energy relative to the best compared isomer or geometry (same formula, charge and spin) = 0.0 kcal/mol
E = -1414.95133 Eh
Net charge = +1
LUMO energy = -2.9 eV



# C40H46GeIrNO4SSi2

C40H46GeIrNO4SSi2 as an isolated structure in a non-equilibrium geometry (the ωB97M-V functional and the def2-TZVPD basis, the Open Molecules 2025 dataset).

Geometry (Å):
Ir  0.205  0.063  -0.381
C  0.160  -0.717  -3.981
Si  -0.674  -1.900  -2.810
C  -1.951  -2.886  -3.737
C  0.596  -3.034  -2.032
C  -1.446  -0.891  -1.382
C  -1.965  0.461  -1.667
C  -2.824  0.887  -2.669
C  -3.101  2.240  -2.739
C  -2.499  3.127  -1.839
C  -1.632  2.633  -0.892
N  -1.410  1.313  -0.800
Si  -2.434  -1.742  0.002
C  -3.904  -2.567  -0.791
C  -1.377  -2.994  0.888
C  -3.044  -0.433  1.178
H  0.663  -1.270  -4.782
H  0.910  -0.111  -3.470
H  -0.558  -0.031  -4.447
H  -1.478  -3.352  -4.609
H  -2.775  -2.261  -4.099
H  -2.378  -3.683  -3.121
H  1.389  -3.277  -2.747
H  0.144  -3.975  -1.701
H  1.068  -2.577  -1.155
H  -3.245  0.174  -3.368
H  -3.771  2.617  -3.501
H  -2.691  4.190  -1.885
H  -1.123  3.271  -0.180
H  -3.607  -3.454  -1.358
H  -4.436  -1.891  -1.470
H  -4.607  -2.884  -0.012
H  -1.136  -3.848  0.247
H  -1.908  -3.368  1.769
H  -0.434  -2.553  1.235
H  -3.719  0.272  0.678
H  -2.221  0.144  1.617
H  -3.602  -0.903  1.990
O  8.001  0.142  -2.821
C  7.076  -0.580  -2.161
O  7.354  -1.661  -1.730
C  5.706  0.021  -2.003
C  5.427  1.371  -2.167
C  4.145  1.861  -1.966
C  3.117  1.000  -1.595
S  1.501  1.685  -1.390
C  3.401  -0.360  -1.430
C  4.682  -0.839  -1.626
H  7.641  0.968  -3.157
H  6.207  2.078  -2.427
H  3.943  2.919  -2.082
H  2.615  -1.043  -1.140
H  4.917  -1.888  -1.488
O  1.375  -0.582  1.180
C  1.350  -0.671  2.448
O  0.431  -0.192  3.174
C  2.531  -1.314  3.132
C  2.115  -1.847  4.488
Ge  0.580  -0.595  5.130
C  -1.123  0.540  5.392
C  -1.469  1.543  4.493
C  -2.534  2.392  4.789
C  -3.238  2.242  5.977
C  -2.896  1.226  6.864
C  -1.841  0.369  6.569
C  -0.594  -2.227  5.401
C  -1.812  -2.272  4.745
C  -2.637  -3.382  4.894
C  -2.252  -4.435  5.717
C  -1.030  -4.386  6.375
C  -0.193  -3.287  6.210
C  1.733  0.796  6.003
C  1.179  1.871  6.701
C  2.005  2.812  7.308
C  3.385  2.691  7.233
C  3.944  1.633  6.530
C  3.124  0.691  5.921
H  3.281  -0.523  3.227
H  2.941  -2.074  2.467
H  2.932  -1.877  5.203
H  1.675  -2.838  4.411
H  -0.910  1.676  3.573
H  -2.802  3.181  4.095
H  -4.055  2.913  6.213
H  -3.447  1.102  7.789
H  -1.584  -0.424  7.265
H  -2.127  -1.443  4.132
H  -3.592  -3.415  4.380
H  -2.905  -5.288  5.854
H  -0.720  -5.207  7.012
H  0.767  -3.268  6.718
H  0.109  1.996  6.782
H  1.558  3.640  7.845
H  4.024  3.416  7.723
H  5.021  1.530  6.462
H  3.595  -0.118  5.382

Values from the calculation:
Energy relative to the best compared isomer or geometry (same formula, charge and spin) = 105.9 kcal/mol
E = -5065.70302 Eh
Net charge = +1
<S²> = 0.78
Multiplicity = 2
LUMO energy (alpha / beta) = -6.2 / -6.1 eV